34
Properties=species:S:1:pos:R:3:forces:R:3 method="wB97M-V/def2-TZVPD" homo_lumo_gap_ha="0.2716 / 0.2716" energy_ha=-3274.26108 lumo_energy_ev="0.539 / 0.539" e_above_lowest_kj_mol=23.7 homo_ev="-6.85 / -6.85"
C 2.834348 2.465376 -0.135429 -1.54 1.39 3.45
C -3.104079 1.866124 0.568401 0.44 1.98 -1.27
C -0.788244 -2.756096 0.195519 -5.20 -0.23 -1.53
C 1.370990 -2.293440 -0.846085 2.10 0.92 -1.23
C 1.044893 -1.834888 1.598205 -0.24 -0.23 0.08
C -0.372833 0.532668 -1.999121 1.06 -0.21 -0.10
C 1.343257 2.371368 0.273171 0.27 -0.60 0.44
C -2.988045 0.397415 0.528316 2.30 -1.94 0.60
C 0.377848 -1.831248 0.198968 0.05 0.14 0.42
N 0.976688 1.022700 0.680818 -0.88 -2.55 0.04
Si -0.101979 -0.015165 -0.231977 -1.24 1.28 1.33
Br -4.121687 -0.460133 -0.901613 0.59 0.53 0.95
H 3.414482 2.439306 0.809025 -0.04 0.20 -0.56
H 3.253488 1.782439 -0.762342 0.43 -2.53 -1.78
H 2.957768 3.383027 -0.618886 0.49 1.80 -0.48
H -2.381675 2.405539 1.189882 0.76 -0.69 -0.04
H -3.056064 2.408183 -0.430342 0.05 -1.00 0.91
H -3.967887 2.266136 1.030035 -1.79 0.03 0.33
H -1.730996 -2.349622 0.758610 1.94 -0.64 -0.36
H -1.350594 -2.861055 -0.842199 1.51 0.46 1.48
H -0.677610 -3.820745 0.455892 0.67 0.48 0.36
H 0.875245 -2.585425 -1.728196 -1.08 -0.15 -1.23
H 2.058465 -3.160689 -0.750415 -0.46 0.36 1.18
H 2.039675 -1.458246 -1.209769 -0.37 -0.63 0.58
H 0.671644 -1.077107 2.342764 0.35 -0.71 -0.78
H 0.846761 -2.835587 2.034637 0.42 0.55 -0.09
H 2.105801 -1.726043 1.349483 0.02 0.14 0.91
H -1.384306 0.306421 -2.161940 -1.68 -0.81 -0.29
H -0.364685 1.589492 -2.350107 0.86 -0.74 0.51
H 0.218259 -0.199628 -2.601515 -0.26 0.95 -0.03
H 1.081999 3.087335 1.095284 0.51 -0.37 -0.73
H 0.672811 2.593899 -0.559403 0.22 0.23 -0.01
H -3.153968 -0.132535 1.541306 -0.02 0.81 -1.90
H 1.400242 0.480231 1.479030 -0.23 1.78 -1.15


75
Properties=species:S:1:pos:R:3:forces:R:3 method="wB97M-V/def2-TZVPD" homo_lumo_gap_ha=0.1603 energy_ha=-4333.61695 lumo_energy_ev=1.774 homo_ev=-2.59 total_charge=-1
O 1.323019 -4.789928 -1.214282 -0.46 0.00 -0.75
P 1.599948 -3.123203 -1.018888 -0.43 0.28 1.12
O 1.787242 -2.472984 -2.552983 -0.20 -0.31 -0.08
Al -0.466589 -2.260668 -0.224488 0.11 0.03 -0.24
I -0.118471 0.231733 0.460978 1.34 -0.79 -0.70
C -1.903644 -2.373091 -1.715318 0.33 -0.26 0.60
F -2.865006 -1.363830 -1.650436 -0.15 -0.13 -0.10
F -1.335762 -2.265597 -2.973007 -0.18 0.18 -0.08
C -2.708815 -3.671659 -1.789752 -0.37 0.40 -0.92
F -1.959800 -4.687878 -2.301045 0.09 -0.03 0.44
F -3.191978 -4.046759 -0.575768 0.09 -0.01 -0.04
H 1.749234 -5.255895 -0.493747 0.32 0.20 0.06
H 2.646801 -2.042168 -2.561835 0.22 -0.29 -0.05
H -0.833385 -3.066798 1.102477 -0.11 -0.05 0.03
H -3.550118 -3.528524 -2.482793 -0.11 -0.08 0.20
C 6.286747 0.550540 -0.199559 0.02 0.00 0.06
C 7.021401 -0.599343 0.496054 -0.05 0.01 -0.01
C 5.959716 -1.578435 1.012819 0.42 0.29 -0.06
S 4.540383 -1.414872 -0.080293 0.26 0.00 0.02
O 3.450161 -0.868210 0.667731 -0.04 0.03 0.06
O 4.413159 -2.604096 -0.884530 0.73 0.23 -0.19
C 5.241161 -0.104421 -1.091110 0.11 0.27 -0.13
H 6.967057 1.178584 -0.775715 -0.01 0.02 0.01
H 5.796637 1.179753 0.546765 -0.03 0.01 -0.03
H 7.670212 -1.105190 -0.223801 -0.02 0.01 -0.01
H 7.652817 -0.240819 1.309250 0.01 -0.03 0.00
H 6.310445 -2.599260 0.988684 -0.09 -0.07 0.07
H 5.633561 -1.322840 2.018411 -0.13 -0.07 -0.02
H 4.450562 0.576551 -1.400161 -0.13 -0.14 0.03
H 5.701584 -0.569976 -1.963219 -0.03 -0.03 0.00
C 5.973183 -7.201715 0.869686 -0.02 0.03 0.10
C 4.932944 -7.640481 1.910320 0.02 0.02 -0.05
C 4.664014 -6.438857 2.826844 0.02 -0.47 0.04
S 4.980710 -4.974675 1.831325 -0.23 -0.38 -0.17
O 6.123771 -4.292554 2.395243 0.00 -0.03 0.11
O 3.745536 -4.302662 1.565926 0.03 0.31 0.30
C 5.506218 -5.841044 0.358128 0.20 -0.36 -0.11
H 6.062873 -7.922494 0.057739 0.00 0.00 0.00
H 6.952091 -7.105544 1.346201 0.01 0.01 -0.03
H 4.010946 -7.929027 1.401821 0.00 0.03 -0.01
H 5.273414 -8.502321 2.483796 -0.01 0.00 0.00
H 3.634875 -6.412877 3.175540 0.01 0.18 0.01
H 5.344218 -6.419188 3.676421 0.03 0.11 -0.03
H 6.287174 -5.273649 -0.141828 -0.09 0.15 0.04
H 4.637833 -5.935908 -0.293400 -0.02 0.13 0.01
C -5.678109 3.016611 2.059452 0.02 -0.03 -0.10
C -5.683380 2.716217 0.553925 -0.03 -0.05 0.14
C -4.235547 2.812397 0.058699 -0.40 0.04 -0.09
S -3.194849 2.398052 1.466172 -0.14 -0.44 -0.18
O -2.435190 3.570489 1.837196 0.00 -0.01 0.03
O -2.565066 1.125735 1.242187 -1.20 0.84 0.61
C -4.534359 2.197249 2.644204 -0.32 0.22 0.18
H -6.630567 2.764264 2.526924 0.00 0.02 0.00
H -5.493724 4.082481 2.222008 0.01 -0.01 0.04
H -6.062515 1.705571 0.386480 0.04 -0.02 0.04
H -6.326586 3.401315 0.009376 0.03 -0.01 -0.05
H -4.037394 2.113455 -0.749828 0.21 0.01 0.05
H -3.986875 3.822695 -0.255913 0.09 -0.01 0.04
H -4.212482 2.537772 3.626035 0.16 -0.04 -0.04
H -4.784151 1.137457 2.677446 0.08 -0.02 -0.04
C -5.286248 8.430093 -0.935195 -0.05 -0.02 -0.10
C -6.619344 8.327600 -1.689242 0.04 -0.01 0.05
C -6.469057 7.219249 -2.739585 -0.26 0.34 0.02
S -5.245564 6.074514 -2.086167 -0.11 0.15 0.24
O -4.085268 6.108085 -2.934122 -0.02 -0.16 -0.08
O -5.893914 4.838351 -1.728426 0.10 0.00 -0.28
C -4.887666 6.997366 -0.595324 0.04 0.31 0.17
H -5.374256 9.041979 -0.038554 0.01 0.00 0.00
H -4.530936 8.883543 -1.580679 0.03 -0.02 0.03
H -7.413829 8.064945 -0.987560 0.01 -0.02 0.00
H -6.894194 9.273353 -2.154774 -0.01 -0.01 -0.01
H -7.401049 6.685306 -2.906041 0.09 -0.13 -0.06
H -6.090130 7.606934 -3.683112 0.10 -0.09 0.00
H -3.835505 6.886975 -0.342138 0.00 -0.16 -0.07
H -5.510323 6.592226 0.202353 0.01 -0.06 -0.03


17
Properties=species:S:1:pos:R:3:forces:R:3 method="wB97M-V/def2-TZVPD" smiles=CC1(C)COPN1 homo_lumo_gap_ha=0.3437 energy_ha=-629.71962 lumo_energy_ev=0.883 e_above_lowest_kj_mol=137.5 homo_ev=-8.47
C 0.820009 -1.266622 -0.200256 -1.31 -1.05 1.88
C 0.114903 0.039662 0.119843 0.62 0.18 -1.07
C -1.418897 -0.096987 0.161671 0.05 0.39 0.63
C 0.599642 1.032086 -1.003854 -2.01 0.14 -1.44
O 1.838287 1.621202 -0.699308 0.54 -0.58 0.48
P 2.010968 1.820358 0.933916 -2.30 1.34 -0.62
N 0.622257 0.824799 1.223856 0.33 -0.60 1.39
H 0.977508 -2.029210 0.613704 -1.14 0.53 -0.49
H 1.806947 -0.959630 -0.285489 2.12 0.24 -1.45
H 0.262453 -1.662471 -1.059672 0.96 -0.31 0.06
H -1.759222 -0.471602 1.164630 0.34 -0.66 -1.22
H -1.855524 -0.541433 -0.759083 0.32 -0.34 0.94
H -1.859631 0.878807 0.221721 -0.06 0.95 -0.26
H 0.753794 0.662472 -2.081520 -0.84 0.21 1.71
H -0.281288 1.723070 -0.872761 1.16 0.46 -1.01
H 1.136054 3.058822 0.930864 1.22 -0.58 0.30
H 0.603036 0.377421 2.123818 0.02 -0.31 0.15


15
Properties=species:S:1:pos:R:3:forces:R:3 method="wB97M-V/def2-TZVPD" homo_lumo_gap_ha=0.3351 energy_ha=-627.12925 lumo_energy_ev=-4.463 e_above_lowest_kj_mol=107.1 homo_ev=-13.58 total_charge=+1
C -0.671001 -1.017556 1.783107 -0.88 0.14 -0.31
C -0.399468 -2.256343 0.944557 -0.23 2.55 -0.79
C 0.159762 -0.092395 -0.089465 -1.79 1.78 0.22
N 0.943957 2.611578 -2.345576 -0.98 -0.98 -0.77
N -0.653882 0.158809 0.890911 0.61 -3.16 -0.08
S 0.664279 -1.613686 -0.425863 -0.11 -0.95 0.08
H -1.626852 -1.043952 2.260056 -0.50 -0.30 0.50
H 0.072759 -0.707238 2.452632 1.18 -0.61 1.56
H 0.188714 -2.995444 1.304982 1.79 -2.03 2.10
H -1.296305 -2.729939 0.661270 -1.11 -0.28 -1.11
H 0.332067 0.719782 -0.698422 0.93 1.72 -1.80
H 0.615782 3.322341 -2.993032 0.05 0.24 0.40
H 1.791936 2.911994 -1.914208 0.66 0.25 -0.01
H -1.250174 0.911229 1.142708 0.10 1.29 -0.46
H 1.128426 1.820819 -2.973657 0.29 0.33 0.47


Copy entry 1 word for word.
34
Properties=species:S:1:pos:R:3:forces:R:3 method="wB97M-V/def2-TZVPD" homo_lumo_gap_ha="0.2716 / 0.2716" energy_ha=-3274.26108 lumo_energy_ev="0.539 / 0.539" e_above_lowest_kj_mol=23.7 homo_ev="-6.85 / -6.85"
C 2.834348 2.465376 -0.135429 -1.54 1.39 3.45
C -3.104079 1.866124 0.568401 0.44 1.98 -1.27
C -0.788244 -2.756096 0.195519 -5.20 -0.23 -1.53
C 1.370990 -2.293440 -0.846085 2.10 0.92 -1.23
C 1.044893 -1.834888 1.598205 -0.24 -0.23 0.08
C -0.372833 0.532668 -1.999121 1.06 -0.21 -0.10
C 1.343257 2.371368 0.273171 0.27 -0.60 0.44
C -2.988045 0.397415 0.528316 2.30 -1.94 0.60
C 0.377848 -1.831248 0.198968 0.05 0.14 0.42
N 0.976688 1.022700 0.680818 -0.88 -2.55 0.04
Si -0.101979 -0.015165 -0.231977 -1.24 1.28 1.33
Br -4.121687 -0.460133 -0.901613 0.59 0.53 0.95
H 3.414482 2.439306 0.809025 -0.04 0.20 -0.56
H 3.253488 1.782439 -0.762342 0.43 -2.53 -1.78
H 2.957768 3.383027 -0.618886 0.49 1.80 -0.48
H -2.381675 2.405539 1.189882 0.76 -0.69 -0.04
H -3.056064 2.408183 -0.430342 0.05 -1.00 0.91
H -3.967887 2.266136 1.030035 -1.79 0.03 0.33
H -1.730996 -2.349622 0.758610 1.94 -0.64 -0.36
H -1.350594 -2.861055 -0.842199 1.51 0.46 1.48
H -0.677610 -3.820745 0.455892 0.67 0.48 0.36
H 0.875245 -2.585425 -1.728196 -1.08 -0.15 -1.23
H 2.058465 -3.160689 -0.750415 -0.46 0.36 1.18
H 2.039675 -1.458246 -1.209769 -0.37 -0.63 0.58
H 0.671644 -1.077107 2.342764 0.35 -0.71 -0.78
H 0.846761 -2.835587 2.034637 0.42 0.55 -0.09
H 2.105801 -1.726043 1.349483 0.02 0.14 0.91
H -1.384306 0.306421 -2.161940 -1.68 -0.81 -0.29
H -0.364685 1.589492 -2.350107 0.86 -0.74 0.51
H 0.218259 -0.199628 -2.601515 -0.26 0.95 -0.03
H 1.081999 3.087335 1.095284 0.51 -0.37 -0.73
H 0.672811 2.593899 -0.559403 0.22 0.23 -0.01
H -3.153968 -0.132535 1.541306 -0.02 0.81 -1.90
H 1.400242 0.480231 1.479030 -0.23 1.78 -1.15